{"formula": "CFN3O8S", "method": "the ωB97M-V functional and the def2-TZVPD basis", "lumo_ev": [-2.7, -5.0], "mol_weight_g_mol": 233.1, "e_tot_ha": -1301.8627, "charge": 0, "elements": ["C", "N", "N", "N", "O", "O", "O", "O", "O", "O", "O", "O", "F", "S"], "xyz": [[1.203, 1.105, -0.107], [-0.057, 0.550, 0.072], [2.136, 0.124, -0.677], [1.547, 2.443, -0.397], [-1.065, 1.204, 0.217], [-0.073, -0.669, 0.240], [3.242, 0.141, -0.269], [1.677, -0.643, -1.428], [2.578, 2.624, -0.975], [0.738, 3.271, -0.111], [-2.585, -2.410, 2.242], [-3.729, -1.550, 0.153], [-2.851, -3.847, 0.191], [-2.761, -2.343, 0.848]], "mulliken_charge": [0.1283, 0.9158, 1.0360, 1.0047, -0.5111, -0.5199, -0.5114, -0.5093, -0.5185, -0.5066, -0.3801, -0.3884, -0.2077, 0.9684]}